DFT (the ωB97M-V functional and the def2-TZVPD basis) results for a molecular structure, C6H10O2S.

HOMO energy (eV): -8.400

Geometry as ORCA input:
```
! wB97M-V def2-TZVPD RIJCOSX def2/J DEFGRID3
* xyz 0 1
C 1.0027 -1.5827 0.6120
C 2.2864 -1.1621 0.7376
C 1.2075 0.8665 -0.6391
C 0.0329 -0.7157 -0.1057
C -2.0452 0.7872 -0.1918
C -1.1543 -0.1897 0.6081
O 0.7228 1.9719 -0.1075
O -0.2824 -1.3870 -1.3465
S 2.7707 0.2716 -0.1502
H 0.7984 -2.2949 1.3841
H 2.8742 -1.6931 1.3828
H 1.0323 0.9963 -1.7841
H -1.6255 1.7222 -0.6945
H -2.8105 1.1381 0.3686
H -2.2957 0.2937 -1.1838
H -1.8636 -1.0092 0.6974
H -1.0634 0.3551 1.5458
H 1.0929 2.3493 0.7746
H -0.6803 -0.7174 -1.9079
*
```

Atom charges from the natural (NBO) analysis, given in e for atoms 1 to 8: C -0.27; C -0.31; C -0.08; C 0.27; C -0.60; C -0.48; O -0.73; O -0.72